{
  "formula": "C56H168N18O16P6S10",
  "method": "ωB97M-V with the def2-TZVPD basis set",
  "species": ["O", "P", "N", "C", "C", "N", "C", "C", "N", "C", "C", "H", "H", "H", "H", "H", "H", "H", "H", "H", "H", "H", "H", "H", "H", "H", "H", "H", "H", "O", "P", "N", "C", "C", "N", "C", "C", "N", "C", "C", "H", "H", "H", "H", "H", "H", "H", "H", "H", "H", "H", "H", "H", "H", "H", "H", "H", "H", "O", "P", "N", "C", "C", "N", "C", "C", "N", "C", "C", "H", "H", "H", "H", "H", "H", "H", "H", "H", "H", "H", "H", "H", "H", "H", "H", "H", "H", "O", "P", "N", "C", "C", "N", "C", "C", "N", "C", "C", "H", "H", "H", "H", "H", "H", "H", "H", "H", "H", "H", "H", "H", "H", "H", "H", "H", "H", "O", "P", "N", "C", "C", "N", "C", "C", "N", "C", "C", "H", "H", "H", "H", "H", "H", "H", "H", "H", "H", "H", "H", "H", "H", "H", "H", "H", "H", "O", "P", "N", "C", "C", "N", "C", "C", "N", "C", "C", "H", "H", "H", "H", "H", "H", "H", "H", "H", "H", "H", "H", "H", "H", "H", "H", "H", "H", "C", "S", "O", "C", "H", "H", "H", "H", "H", "H", "C", "S", "O", "C", "H", "H", "H", "H", "H", "H", "C", "S", "O", "C", "H", "H", "H", "H", "H", "H", "C", "S", "O", "C", "H", "H", "H", "H", "H", "H", "C", "S", "O", "C", "H", "H", "H", "H", "H", "H", "C", "S", "O", "C", "H", "H", "H", "H", "H", "H", "C", "S", "O", "C", "H", "H", "H", "H", "H", "H", "C", "S", "O", "C", "H", "H", "H", "H", "H", "H", "C", "S", "O", "C", "H", "H", "H", "H", "H", "H", "C", "S", "O", "C", "H", "H", "H", "H", "H", "H"],
  "xyz": [[2.6001, 3.1856, 6.3523], [2.7871, 2.6913, 4.9670], [1.8437, 3.4725, 3.7824], [1.6265, 3.0460, 2.4533], [0.9405, 4.6134, 4.1799], [2.4983, 1.0249, 4.5701], [1.3534, 0.3731, 5.1701], [3.2693, 0.1075, 3.6668], [4.4276, 2.8528, 4.4242], [5.5255, 2.3576, 5.2724], [4.7695, 4.0964, 3.6420], [2.3896, 2.3490, 2.1069], [1.4118, 3.7384, 1.6393], [0.7170, 2.4611, 2.5902], [0.3874, 4.3922, 5.0927], [0.1952, 4.8476, 3.4198], [1.6351, 5.4141, 4.4338], [1.5041, -0.7064, 5.1814], [1.2689, 0.8827, 6.1299], [0.4948, 0.6063, 4.5404], [4.1418, 0.6564, 3.3125], [3.4238, -0.7665, 4.2995], [2.6540, -0.1322, 2.7996], [6.5309, 2.7129, 5.0463], [5.2564, 2.6260, 6.2940], [5.3837, 1.2988, 5.4890], [4.3908, 4.9288, 4.2351], [4.4916, 3.8870, 2.6090], [5.8460, 4.1966, 3.5037], [5.6032, -1.0772, 1.8277], [6.3820, -2.3116, 1.7991], [7.7856, -2.3371, 0.7603], [7.9170, -1.3308, -0.2962], [9.0711, -2.9970, 1.0236], [5.4360, -3.5845, 1.3977], [4.0774, -3.6063, 1.8267], [5.9977, -4.7836, 0.8842], [6.9354, -2.6093, 3.4081], [7.3400, -1.4416, 4.2295], [7.6408, -3.7691, 3.9667], [7.0508, -1.0971, -0.9151], [8.4993, -1.7433, -1.1201], [8.2550, -0.4060, 0.1714], [9.5176, -2.5282, 1.9006], [9.8103, -3.1052, 0.2299], [8.9584, -4.0154, 1.3953], [3.8127, -2.5489, 1.8209], [3.5041, -4.1553, 1.0797], [4.1402, -4.0125, 2.8362], [6.3503, -4.6826, -0.1423], [6.7903, -5.2163, 1.4946], [5.2509, -5.5576, 0.7076], [6.4510, -0.8260, 4.3667], [7.7018, -1.7160, 5.2204], [7.9944, -0.7352, 3.7189], [7.6464, -3.8740, 5.0516], [8.7013, -3.6700, 3.7352], [7.3105, -4.7426, 3.6042], [-5.4373, 0.6111, 3.8230], [-6.6848, 0.3602, 3.0059], [-6.4940, -0.7515, 1.7130], [-5.6382, -1.9050, 1.8411], [-7.4180, -0.7326, 0.5390], [-7.1804, 1.8343, 2.2776], [-6.1371, 2.8569, 1.9865], [-8.5866, 2.2180, 1.9812], [-7.9911, -0.1308, 3.8792], [-8.1837, 0.6908, 5.1410], [-9.0402, -1.1079, 3.6033], [-4.6861, -1.6394, 1.3817], [-6.0345, -2.6879, 1.1945], [-5.4896, -2.1456, 2.8938], [-7.4764, 0.2882, 0.1614], [-8.4430, -1.0865, 0.6496], [-7.0433, -1.3865, -0.2485], [-6.4457, 3.3283, 1.0534], [-5.8874, 3.5388, 2.7994], [-5.2091, 2.3605, 1.7029], [-8.5461, 3.3064, 2.0235], [-8.7585, 1.9422, 0.9408], [-9.3480, 1.6944, 2.5594], [-7.3740, 0.4675, 5.8358], [-8.1817, 1.7673, 4.9699], [-9.1156, 0.3581, 5.5981], [-10.0205, -0.6359, 3.6681], [-8.8246, -1.9682, 4.2370], [-9.0310, -1.5253, 2.5964], [-3.0106, 9.6840, 0.8716], [-2.9946, 8.2621, 0.5262], [-2.3033, 7.9247, -1.0403], [-1.4766, 9.0084, -1.6235], [-2.5325, 6.7227, -1.8594], [-4.5585, 7.4884, 0.4530], [-5.5454, 7.9609, -0.5124], [-5.0572, 6.6658, 1.6311], [-2.1538, 7.3676, 1.6547], [-1.4662, 6.0823, 1.4677], [-2.1560, 7.6681, 3.0822], [-2.1155, 9.3162, -2.4512], [-0.6000, 8.5170, -2.0455], [-1.2864, 9.8261, -0.9283], [-2.6921, 5.8841, -1.1817], [-1.6979, 6.4524, -2.5063], [-3.4878, 6.8177, -2.3756], [-5.1007, 8.3159, -1.4421], [-6.2458, 7.1976, -0.8516], [-6.0009, 8.8454, -0.0673], [-5.8758, 5.9928, 1.3760], [-4.2938, 6.0147, 2.0568], [-5.3947, 7.3428, 2.4159], [-2.2872, 5.3838, 1.6295], [-1.1483, 5.8784, 0.4452], [-0.6457, 6.0306, 2.1834], [-1.8538, 6.9195, 3.8147], [-3.1189, 8.1048, 3.3470], [-1.6342, 8.6116, 3.2421], [-1.7701, -1.1833, -1.7632], [-0.9888, -1.1498, -0.5103], [0.4604, -0.2808, -0.6689], [1.1586, 0.3433, 0.4735], [1.1129, -0.5291, -1.9660], [-0.4630, -2.7038, 0.0149], [-1.4468, -3.7728, 0.2321], [0.8625, -3.0357, 0.5102], [-1.9643, -0.5115, 0.8004], [-3.1484, 0.2810, 0.5248], [-1.5655, -0.5814, 2.2256], [0.8702, -0.1296, 1.4123], [0.9207, 1.4025, 0.3759], [2.2366, 0.2514, 0.3402], [0.8868, -1.5232, -2.3515], [2.1961, -0.5559, -1.8468], [0.9621, 0.2749, -2.6864], [-0.8714, -4.6916, 0.3459], [-2.0194, -3.5813, 1.1396], [-2.0937, -3.8187, -0.6439], [1.4645, -3.1642, -0.3894], [1.3303, -2.2975, 1.1616], [0.9515, -4.0131, 0.9846], [-3.5019, 0.0571, -0.4817], [-3.8442, 0.2608, 1.3635], [-2.9752, 1.3181, 0.2375], [-2.4124, -0.3176, 2.8592], [-0.7323, 0.0880, 2.4397], [-1.1272, -1.5347, 2.5208], [3.1935, 0.9500, -4.7178], [4.1124, -0.1688, -4.7750], [4.7169, -0.7219, -3.2782], [5.5439, -1.8864, -3.1819], [4.8387, 0.2937, -2.0879], [5.5305, 0.0921, -5.6694], [5.5553, 1.2870, -6.5026], [6.6967, -0.7745, -6.0473], [3.4320, -1.5932, -5.4942], [3.3912, -1.6510, -6.9760], [2.3440, -2.2168, -4.7373], [5.2218, -2.7161, -3.8112], [5.3135, -2.3318, -2.2141], [6.5544, -1.5043, -3.3267], [3.9217, 0.8698, -1.9637], [5.6900, 0.9560, -2.2449], [5.0282, -0.1766, -1.1230], [4.5171, 1.5465, -6.7095], [6.0633, 2.0367, -5.8960], [6.0630, 1.0555, -7.4389], [6.6638, -1.2267, -7.0385], [7.5829, -0.1417, -5.9987], [6.6731, -1.5372, -5.2690], [2.6359, -0.9483, -7.3277], [4.2987, -1.1818, -7.3561], [3.1379, -2.6476, -7.3375], [2.0162, -3.1381, -5.2190], [1.5005, -1.5265, -4.7366], [2.5696, -2.3979, -3.6864], [0.4234, 3.6949, -1.1489], [1.4046, 5.2949, -0.7607], [2.5149, 4.9664, 0.2327], [2.0940, 5.6317, -2.4316], [-0.3211, 3.5394, -0.3681], [0.9942, 2.7870, -1.3436], [-0.0263, 3.8898, -2.1225], [2.7498, 4.9115, -2.9207], [2.7779, 6.4743, -2.3293], [1.3137, 5.9144, -3.1383], [-4.6082, 3.8762, -1.3568], [-4.2977, 3.4032, -3.1476], [-2.8668, 3.8423, -3.5789], [-4.2272, 1.6242, -2.9812], [-5.3801, 3.3079, -0.8379], [-4.9869, 4.8960, -1.2877], [-3.6568, 3.8278, -0.8271], [-4.5313, 1.2126, -3.9436], [-4.9422, 1.1725, -2.2935], [-3.2110, 1.3437, -2.7041], [7.2244, -6.3874, -2.2379], [5.8737, -7.5878, -1.7128], [4.6170, -6.7478, -1.4392], [5.7657, -8.2663, -3.4821], [6.7604, -5.8350, -3.0550], [8.0847, -6.9970, -2.5141], [7.6444, -5.7377, -1.4701], [4.9823, -9.0071, -3.6419], [6.7164, -8.6370, -3.8653], [5.5059, -7.3824, -4.0646], [-2.9149, -4.4076, -3.3578], [-4.3799, -4.0705, -2.2901], [-5.4860, -4.9572, -2.8344], [-4.9813, -2.4087, -2.9455], [-2.6081, -5.4342, -3.1572], [-2.2297, -3.5879, -3.1420], [-3.1065, -4.4921, -4.4275], [-4.7803, -2.4347, -4.0165], [-4.2763, -1.6891, -2.5293], [-5.9945, -2.1403, -2.6461], [2.3046, -6.6575, -4.8268], [0.6610, -6.9618, -3.8189], [-0.4107, -7.6738, -4.7344], [1.0156, -8.2652, -2.5019], [3.0458, -6.1912, -4.1778], [2.0397, -5.9654, -5.6262], [2.7664, -7.5316, -5.2859], [1.8152, -7.7900, -1.9338], [1.3613, -9.2554, -2.7986], [0.1788, -8.1888, -1.8076], [-3.4586, 0.5332, -6.9141], [-3.3117, -0.7200, -5.5830], [-3.3830, -2.0919, -6.2493], [-1.5803, -0.2956, -5.1965], [-2.8424, 0.1530, -7.7288], [-3.1744, 1.5527, -6.6533], [-4.4983, 0.5261, -7.2414], [-1.0261, -0.0831, -6.1107], [-1.2383, -1.1340, -4.5897], [-1.5124, 0.5708, -4.5385], [-2.7702, -6.6874, 2.3140], [-2.0951, -8.0336, 1.3349], [-0.8041, -8.1154, 2.1069], [-3.2360, -9.4414, 1.8534], [-2.8608, -7.1418, 3.3006], [-3.7811, -6.4747, 1.9662], [-2.2377, -5.7390, 2.3851], [-3.2865, -9.4016, 2.9415], [-2.8712, -10.4037, 1.4943], [-4.2251, -9.3399, 1.4068], [-2.0643, -3.8128, 5.1890], [-3.8440, -3.5342, 5.2188], [-4.2505, -3.9823, 6.6267], [-3.5585, -1.7419, 5.4100], [-1.9103, -4.8909, 5.2352], [-1.8763, -3.5142, 6.2203], [-1.5402, -3.2912, 4.3882], [-3.3272, -1.1292, 4.5387], [-2.8707, -1.6224, 6.2472], [-4.5516, -1.4032, 5.7051], [-2.4105, 2.8954, 5.1021], [-2.1663, 1.6394, 6.5075], [-1.5448, 0.5463, 5.6234], [-0.7943, 2.5593, 7.3473], [-1.5044, 2.7673, 4.5099], [-2.4119, 3.9620, 5.3268], [-3.3027, 2.5627, 4.5717], [-1.0590, 3.5577, 7.6955], [0.1411, 2.4921, 6.7917], [-0.4877, 1.9919, 8.2260], [-2.0883, 3.7564, -7.5761], [-0.5357, 2.7810, -7.2833], [0.5580, 3.1702, -8.2567], [-0.3285, 3.5726, -5.7141], [-1.8330, 4.7913, -7.8037], [-2.7231, 3.6056, -6.7029], [-2.6413, 3.4501, -8.4640], [-1.2756, 3.5358, -5.1759], [-0.0385, 4.6199, -5.7974], [0.4706, 3.0691, -5.1701]],
  "atomic_forces_ev_per_a": [[-0.81, -0.49, -0.57], [1.60, -1.58, -3.11], [0.16, 2.40, 2.46], [-1.03, -2.41, -0.39], [1.49, -0.86, 0.82], [1.61, 0.87, 0.27], [0.18, 1.44, -0.66], [-0.78, 1.97, 1.05], [0.01, 0.46, -0.94], [-2.17, -0.20, 1.79], [0.02, -1.74, 0.61], [0.17, 0.13, 0.03], [0.61, 0.66, 0.72], [-0.48, -0.67, -0.94], [0.03, -0.20, 0.09], [0.55, -0.06, -0.15], [-0.61, 0.66, -0.29], [-0.05, 0.04, 0.54], [-0.66, -0.87, 0.32], [-0.45, -0.33, 0.35], [0.22, -0.58, 0.18], [0.67, -0.27, -0.55], [-0.04, -0.27, -0.07], [-0.34, -0.32, -0.39], [0.60, 1.02, 0.47], [0.73, -0.61, -1.14], [-0.12, 0.54, -1.00], [-0.97, 0.98, 0.08], [0.18, -0.12, 0.72], [0.01, 1.09, -0.49], [2.33, -1.07, 1.09], [-1.27, -0.34, -0.56], [-0.58, 0.00, -0.20], [-0.59, -0.52, 2.09], [1.65, 0.21, -1.16], [0.36, 0.70, 0.29], [0.25, -1.29, -1.07], [0.35, -0.04, 0.79], [-1.45, 0.98, -0.88], [0.58, -0.56, -1.04], [-0.81, -0.09, 0.92], [0.98, 0.21, 0.45], [0.50, 0.19, -0.65], [0.63, 0.38, -0.18], [-0.54, 0.69, -0.41], [-0.50, -0.28, -0.19], [-0.73, -0.18, 0.36], [-0.27, -0.15, 0.45], [-1.25, -0.23, 0.12], [0.45, 0.46, 0.04], [0.11, -0.06, 0.07], [-0.32, 0.06, 0.59], [-0.16, 0.00, 0.26], [0.15, -0.18, -0.34], [0.67, -0.30, -0.01], [-0.73, 0.56, 0.10], [0.33, -0.28, -0.11], [-0.22, 0.17, -0.33], [-1.43, -0.71, -1.23], [0.65, 0.82, -1.15], [-1.86, 1.34, 0.35], [0.48, 0.41, -0.52], [0.79, 0.42, 0.26], [0.56, -0.75, 1.15], [-0.52, -1.47, -0.71], [1.92, -0.26, -0.84], [-0.08, 1.32, 0.80], [0.25, -1.26, -0.53], [0.86, -0.21, -0.47], [0.43, -0.32, 0.23], [-0.09, -0.46, 0.66], [-0.03, -0.50, -0.19], [0.04, -0.05, -0.14], [-0.14, -0.03, 0.76], [0.48, 0.19, 0.01], [-0.08, 0.67, 0.24], [-0.44, 0.17, 0.01], [0.09, -0.21, 0.25], [-0.91, -0.03, 0.36], [-0.42, 0.15, -0.26], [0.28, 0.39, 0.44], [0.00, 0.03, 0.00], [-0.17, -0.04, -0.27], [-0.02, 0.23, -0.05], [-0.09, -0.26, 0.62], [-0.91, -0.02, 0.36], [0.52, 0.32, -0.14], [-0.03, 0.47, -0.04], [-0.47, -2.57, -1.58], [-0.19, 0.55, 2.60], [-1.38, -1.40, -0.66], [-0.69, 0.42, 1.53], [1.53, -1.45, 0.41], [0.46, 0.71, 0.43], [0.46, 1.18, -0.86], [1.17, -0.63, 0.17], [-1.48, 0.37, -0.90], [-1.23, 2.96, -0.10], [0.51, 0.88, -0.34], [0.41, 0.46, 0.17], [0.04, -0.30, -0.10], [0.16, -0.10, -0.04], [-0.07, 0.37, -0.10], [0.17, -0.03, -0.71], [0.55, -0.01, 0.11], [-0.21, -0.10, 0.55], [-0.84, -0.08, -0.27], [-0.13, 0.27, -0.47], [0.29, 0.27, -0.21], [-0.19, -0.09, 0.19], [0.54, -1.08, 0.55], [0.31, 0.50, 0.06], [-0.13, -0.27, -0.36], [-0.04, -0.27, -0.64], [-0.65, -0.77, 0.33], [1.09, -0.26, 0.17], [-0.21, 0.00, -0.04], [0.58, -0.29, 2.38], [-1.39, -1.37, -0.05], [-0.30, 0.04, -1.60], [0.96, 0.30, 0.70], [-1.02, 0.88, 0.41], [0.36, 0.78, -0.39], [0.80, 0.36, -1.12], [1.25, -1.02, -0.63], [0.61, 0.64, -1.32], [0.63, 0.29, -0.77], [0.04, 0.42, -0.09], [0.09, 0.07, 0.96], [0.10, -0.22, 0.05], [-0.48, 0.23, -0.18], [0.18, 0.01, 0.34], [-0.45, -0.18, -0.24], [-0.38, -0.15, -0.12], [-0.31, -0.15, 0.09], [-0.19, -0.25, 0.26], [0.76, 0.22, 0.08], [-0.10, 0.06, 0.00], [-0.66, 0.13, 0.29], [-0.84, -1.25, 0.33], [-0.23, -0.24, -0.37], [0.73, 0.89, 0.99], [0.11, -0.11, -0.05], [-0.31, 0.58, 0.21], [-0.48, -0.50, -0.24], [-0.55, 1.48, 0.32], [2.39, -3.94, -0.21], [-2.40, 2.18, 0.91], [-0.54, 0.07, 0.77], [-0.01, -1.07, -1.65], [0.05, -0.11, -1.30], [-0.68, -0.16, 0.52], [-1.59, 0.21, 1.93], [1.55, 0.31, 0.94], [-0.65, 1.30, 1.17], [-0.41, 0.72, -0.71], [0.29, 0.47, -0.83], [0.83, 0.15, 0.54], [0.54, -1.12, 0.30], [0.09, 0.01, -0.44], [-0.04, 0.20, -0.22], [-0.13, -0.68, -0.23], [0.22, 0.63, -0.14], [0.04, 0.60, -0.68], [0.06, 0.31, -0.02], [-0.45, 0.05, -0.14], [0.14, -0.19, 0.21], [0.80, -0.24, -0.54], [-0.55, -0.15, -0.25], [0.27, -0.78, -0.10], [0.45, 0.02, 0.03], [0.14, -0.08, 0.03], [-0.49, -0.08, 0.03], [0.48, -0.10, -0.15], [0.69, 1.02, -0.65], [0.59, -1.59, 0.32], [-1.16, 0.46, -1.66], [0.71, 0.10, -0.09], [0.08, 0.12, -0.06], [0.56, 0.22, 0.50], [-0.54, 0.27, 0.15], [-0.36, -0.77, 0.43], [-0.33, 0.35, 0.40], [-0.26, -0.04, 0.28], [0.38, 0.22, -0.38], [1.07, 1.08, 0.18], [-2.24, -0.77, 1.11], [-0.14, -0.43, -0.05], [0.20, -0.64, -0.47], [0.33, 0.21, -0.47], [-0.01, -0.18, 0.03], [0.48, 0.05, -0.15], [-0.03, 0.46, 0.35], [0.02, -0.11, -0.09], [-0.35, -0.84, 0.25], [-0.65, 1.19, -0.63], [1.75, -1.26, -0.79], [-0.25, 0.94, 0.38], [0.40, 0.11, -0.01], [-0.19, -0.13, -0.56], [-0.78, -0.01, 0.29], [0.05, 0.00, 0.56], [0.08, -0.06, 0.44], [-0.09, 0.02, -0.08], [-0.70, 0.36, -0.06], [-2.06, -0.17, -2.04], [0.84, 0.04, 0.92], [2.15, -0.31, 0.33], [0.39, 0.24, 0.84], [0.50, -0.38, 0.03], [-0.65, 0.73, -0.02], [-0.58, -0.13, -0.03], [0.03, 0.31, 0.10], [0.07, -0.67, -0.05], [-0.71, -0.58, 0.67], [-1.49, -2.47, -1.91], [2.60, 1.81, 1.65], [1.13, 1.94, -0.16], [-0.24, 0.06, 0.29], [-0.33, -0.01, 0.19], [-0.42, -0.29, 0.17], [0.41, -0.07, 0.09], [-0.58, 0.16, -0.37], [-0.32, -0.48, -0.51], [-0.42, -0.69, -0.22], [0.16, -0.35, -0.72], [0.39, 1.85, 0.73], [-0.30, -0.38, 0.20], [0.09, 0.11, -0.02], [0.09, -0.33, 0.37], [-0.01, -0.02, 0.02], [0.12, -0.41, 0.09], [0.33, -0.09, -0.30], [-0.40, 0.18, -0.05], [-2.20, -0.51, 0.19], [0.99, 0.34, 0.69], [-0.04, -1.07, -0.72], [0.26, 0.92, 0.09], [0.11, 0.25, 0.16], [-0.21, 0.16, 0.01], [0.57, -0.55, -0.54], [-0.03, -0.20, -0.03], [0.54, 0.27, 0.08], [-0.01, 0.45, 0.04], [-0.51, -1.13, 0.81], [0.23, 0.56, 1.40], [0.38, 0.40, -1.82], [-1.47, -0.07, 0.29], [0.17, -0.06, -0.61], [0.72, 0.48, -0.21], [-0.01, -0.03, 0.25], [0.36, -0.53, -0.04], [0.03, 0.09, -0.27], [-0.01, 0.22, 0.22], [0.33, -0.29, 0.73], [1.39, 0.71, -2.56], [-0.79, 0.88, 1.76], [0.32, -1.10, 0.36], [-0.08, -0.48, -0.08], [-0.50, -0.07, 0.58], [0.08, 0.05, -0.02], [-0.15, -0.02, -0.42], [-0.31, 0.62, -0.67], [-0.55, -0.20, 0.30], [0.31, -0.18, -0.91], [-0.11, 0.32, -1.32], [-1.27, -0.03, 1.13], [0.74, 0.39, 0.76], [0.15, 0.13, 0.62], [0.10, 0.40, -0.03], [0.22, -0.56, -0.01], [0.13, -0.25, 0.16], [-0.04, 0.08, -0.38], [-0.07, -0.17, 0.05]],
  "lowdin_charge": [-0.29, 0.61, -0.29, -0.15, -0.06, -0.31, -0.12, -0.09, -0.31, -0.12, -0.09, 0.08, 0.04, 0.07, 0.05, 0.05, 0.08, 0.09, 0.06, 0.05, 0.06, 0.08, 0.05, 0.08, 0.06, 0.06, 0.08, 0.07, 0.07, -0.27, 0.56, -0.27, -0.12, -0.12, -0.32, -0.09, -0.13, -0.27, -0.11, -0.14, 0.03, 0.08, 0.09, 0.07, 0.08, 0.06, 0.06, 0.09, 0.10, 0.05, 0.07, 0.07, 0.05, 0.08, 0.08, 0.08, 0.06, 0.07, -0.31, 0.56, -0.29, -0.10, -0.09, -0.30, -0.11, -0.09, -0.30, -0.07, -0.10, 0.06, 0.09, 0.06, 0.06, 0.06, 0.07, 0.06, 0.08, 0.06, 0.08, 0.06, 0.07, 0.07, 0.07, 0.08, 0.08, 0.09, 0.06, -0.28, 0.57, -0.30, -0.09, -0.12, -0.28, -0.13, -0.08, -0.31, -0.10, -0.11, 0.08, 0.07, 0.08, 0.04, 0.08, 0.07, 0.07, 0.07, 0.08, 0.06, 0.05, 0.07, 0.07, 0.03, 0.06, 0.08, 0.07, 0.08, -0.30, 0.61, -0.28, -0.09, -0.11, -0.28, -0.09, -0.12, -0.25, -0.13, -0.08, 0.04, 0.05, 0.09, 0.06, 0.06, 0.08, 0.08, 0.07, 0.04, 0.08, 0.06, 0.08, 0.05, 0.06, 0.06, 0.06, 0.04, 0.07, -0.27, 0.54, -0.29, -0.16, -0.05, -0.31, -0.13, -0.09, -0.30, -0.09, -0.11, 0.08, 0.08, 0.07, 0.05, 0.08, 0.06, 0.07, 0.09, 0.08, 0.08, 0.08, 0.04, 0.08, 0.06, 0.08, 0.08, 0.06, 0.06, -0.20, 0.85, -0.57, -0.26, 0.03, 0.04, 0.03, 0.06, 0.04, 0.04, -0.23, 0.88, -0.58, -0.28, 0.03, 0.03, 0.04, 0.02, 0.05, 0.05, -0.24, 0.86, -0.60, -0.24, 0.05, 0.05, 0.03, 0.05, 0.05, 0.03, -0.24, 0.82, -0.60, -0.23, 0.04, 0.03, 0.06, 0.01, 0.00, 0.04, -0.22, 0.86, -0.61, -0.23, 0.02, 0.03, 0.04, 0.02, 0.06, 0.04, -0.25, 0.81, -0.54, -0.25, 0.06, 0.01, 0.05, 0.04, 0.03, 0.04, -0.28, 0.81, -0.59, -0.23, 0.05, 0.05, 0.04, 0.05, 0.05, 0.05, -0.27, 0.81, -0.57, -0.28, 0.04, 0.05, 0.05, 0.02, 0.04, 0.04, -0.21, 0.90, -0.60, -0.26, 0.03, 0.04, 0.03, 0.06, 0.01, 0.05, -0.25, 0.82, -0.55, -0.29, 0.06, 0.03, 0.05, 0.01, 0.07, 0.05],
  "fmax_ev_per_a": 4.6,
  "energy_ev": -284455.075,
  "gap_ev": 7.967
}